Record 1
ORCA calculation (the ωB97M-V functional and the def2-TZVPD basis) on a cluster of 5 separate species, C21H38BO14P in total.

Last column: Löwdin charge in e.
Element x y z (Å)
C: -6.10574 3.52314 -2.12396  -0.020
C: -5.40830 3.77318 -0.80212  -0.333
C: -3.90547 3.74967 -0.88763  -0.096
O: -3.52793 3.31011 0.41845  0.029
C: -4.56465 2.58088 0.90621  -0.560
O: -4.51228 1.91162 1.88495  0.167
O: -5.66876 2.71666 0.12828  0.090
H: -6.15235 2.45669 -2.34771  0.094
H: -7.13516 3.88227 -2.08051  0.083
H: -5.60552 4.04190 -2.94316  0.088
H: -5.76177 4.70902 -0.35852  0.158
H: -3.48854 4.73431 -1.09581  0.140
H: -3.52202 3.03612 -1.62303  0.143
C: 3.54543 3.76977 0.23636  -0.012
C: 4.07334 4.90308 -0.61999  -0.316
C: 5.57203 5.04309 -0.59859  -0.103
O: 5.75471 6.44153 -0.83173  0.064
C: 4.63616 7.06996 -0.39074  -0.562
O: 4.53425 8.24536 -0.26092  0.165
O: 3.65051 6.17808 -0.11617  0.087
H: 3.48468 4.06769 1.28613  0.109
H: 2.54439 3.50755 -0.07267  0.069
H: 4.16617 2.88011 0.14838  0.066
H: 3.70288 4.80542 -1.64508  0.161
H: 6.05346 4.45772 -1.38096  0.139
H: 6.01828 4.78578 0.36660  0.140
C: -4.23921 -5.47764 -0.58117  -0.015
C: -3.70085 -4.35810 -1.44867  -0.328
C: -2.20096 -4.22636 -1.41682  -0.099
O: -2.01158 -2.83014 -1.66545  0.059
C: -3.13015 -2.19441 -1.24014  -0.568
O: -3.23001 -1.01396 -1.12378  0.142
O: -4.12140 -3.07594 -0.96235  0.092
H: -4.30504 -5.16887 0.46260  0.096
H: -5.24910 -5.74532 -0.89597  0.083
H: -3.61859 -6.37184 -0.65352  0.090
H: -4.06477 -4.46579 -2.47520  0.157
H: -1.71665 -4.82328 -2.18879  0.140
H: -1.76242 -4.47422 -0.44585  0.138
C: 2.38937 -3.65786 -1.23765  -0.008
C: 2.40236 -4.73852 -0.17775  -0.329
C: 2.88214 -6.07757 -0.67040  -0.101
O: 2.17921 -6.98735 0.17942  0.068
C: 1.04462 -6.36300 0.58212  -0.563
O: 0.14298 -6.89960 1.13768  0.163
O: 1.07233 -5.04413 0.26295  0.072
H: 1.49533 -3.72829 -1.85932  0.090
H: 2.36991 -2.67279 -0.76813  0.065
H: 3.27413 -3.70643 -1.87438  0.091
H: 2.98014 -4.41001 0.69134  0.159
H: 3.95849 -6.19880 -0.55690  0.140
H: 2.60682 -6.28272 -1.70905  0.141
C: 4.77140 0.64914 1.53705  -0.124
O: 4.01101 0.26625 0.37715  -0.085
B: 2.61179 0.50026 0.59211  -0.785
O: 2.00052 1.50327 -0.20309  0.046
P: 1.68128 -0.57936 1.85975  0.995
C: 0.45853 0.55762 2.73655  -0.360
C: -1.03034 0.34469 2.25854  -0.413
C: -1.21269 -0.93516 1.35827  -0.147
C: -1.39698 1.55470 1.30750  -0.078
H: 5.41281 -0.21431 1.81285  0.096
H: 4.13403 0.91190 2.40958  0.077
H: 5.38567 1.54720 1.31294  0.082
H: 1.28537 1.13672 -0.73074  0.097
H: 2.66019 -1.00128 2.81064  -0.050
H: 0.75289 1.60370 2.50000  0.069
H: 0.59233 0.45655 3.83406  0.076
H: -1.72223 0.30327 3.12093  0.128
H: -2.29145 -0.94337 1.10468  0.069
H: -0.88352 -1.84849 1.88281  0.065
H: -0.68012 -0.77598 0.39592  0.063
H: -0.47642 1.75551 0.71965  0.067
H: -1.74146 2.43922 1.85799  0.080
H: -2.14749 1.18018 0.58398  0.066

Properties
Total energy: -2242.63673 Ha
Gap between HOMO and LUMO: 9.0 eV
Structure (SMILES): C[C@@H]1COC(=O)O1.C[C@@H]1COC(=O)O1.C[C@@H]1COC(=O)O1.C[C@@H]1COC(=O)O1.COB(O)PCC(C)C
LUMO energy: 0.321 eV

Record 2
ORCA calculation (the ωB97M-V functional and the def2-TZVPD basis) on a cluster of 13 separate species, C29H84N4O13 in total.

Last column: Löwdin charge in e.
Element x y z (Å)
C: -15.49423 -0.71633 -26.54107  -0.169
O: -14.54344 0.31352 -26.58632  -0.075
H: -15.36279 -1.49991 -25.83279  0.063
H: -15.67358 -1.24626 -27.41317  0.040
H: -16.46729 -0.34955 -26.32544  0.066
H: -14.92053 1.09955 -26.94679  0.074
C: -9.75813 -3.11663 -21.14620  -0.111
O: -10.74396 -3.57108 -20.18392  -0.166
H: -9.95894 -3.48702 -22.16539  0.053
H: -8.76738 -3.55234 -21.01837  0.088
H: -9.70981 -2.00934 -21.25459  0.097
H: -10.63195 -3.06759 -19.34893  0.100
C: -11.32300 -7.48473 -21.53534  -0.154
O: -10.80852 -6.24367 -21.93771  -0.109
H: -12.30376 -7.43326 -21.25230  0.017
H: -10.79542 -7.68275 -20.56042  0.107
H: -11.29792 -8.29937 -22.26291  0.077
H: -10.84630 -5.66012 -21.18288  0.034
C: -13.66532 -2.94400 -22.33228  -0.568
O: -14.27955 -2.28615 -23.41961  -0.115
N: -14.19648 -2.77333 -21.16764  0.149
N: -12.50724 -3.48857 -22.26965  0.220
H: -15.00504 -2.18559 -21.27305  0.045
H: -13.75948 -3.00367 -20.20223  0.127
H: -11.98329 -3.50247 -23.12778  0.072
H: -12.03931 -3.77242 -21.42527  0.047
C: -17.78843 -1.71480 -21.54946  -0.609
O: -16.53008 -1.41942 -21.02923  -0.117
N: -18.62860 -0.79907 -21.71364  0.168
N: -18.21551 -2.92694 -21.80999  0.175
H: -18.15181 0.18702 -21.67987  0.096
H: -19.57491 -1.00260 -22.04610  0.133
H: -17.59808 -3.65245 -21.50161  0.055
H: -18.77995 -3.07923 -22.66422  0.132
C: -14.31559 0.44267 -20.45897  -0.054
C: -14.13080 -0.16657 -19.09890  -0.622
C: -12.64826 -0.71954 -18.82266  -0.013
O: -14.39531 0.59895 -18.17557  0.062
H: -15.30872 0.85688 -20.52624  0.071
H: -14.19959 -0.30267 -21.27192  0.070
H: -13.60397 1.25109 -20.66661  0.085
H: -14.87419 -0.98637 -19.09058  0.134
H: -11.92991 0.02262 -18.41610  0.084
H: -12.12141 -1.22120 -19.69857  0.072
H: -12.67015 -1.50964 -18.06544  0.045
H: -13.87839 1.34154 -18.36969  0.093
C: -15.71607 2.78245 -22.67202  -0.028
C: -16.73438 1.74198 -22.99928  -0.604
C: -16.18810 0.53582 -23.68815  -0.018
O: -17.51159 1.46201 -22.04094  -0.012
H: -15.33737 3.13645 -23.64265  0.084
H: -14.83815 2.36371 -22.13811  0.065
H: -16.10445 3.60252 -22.03016  0.100
H: -17.48209 2.25539 -23.65973  0.152
H: -15.65608 0.80320 -24.55715  0.054
H: -16.97389 -0.17215 -23.92962  0.095
H: -15.49505 -0.01795 -23.13745  0.039
H: -17.61264 2.29472 -21.57152  0.139
C: -11.82899 -2.66202 -26.01346  -0.004
C: -10.64548 -3.12697 -25.15274  -0.627
C: -10.13863 -1.99141 -24.29728  -0.037
O: -10.84491 -4.12377 -24.46543  -0.020
H: -11.60520 -1.78160 -26.61633  0.102
H: -12.68078 -2.42077 -25.41291  0.054
H: -12.23425 -3.41233 -26.64988  0.042
H: -9.93374 -3.54706 -25.83495  0.146
H: -9.10975 -2.27861 -23.97769  0.103
H: -10.77796 -1.73776 -23.46131  0.050
H: -9.99596 -1.12030 -24.97957  0.104
H: -10.95782 -4.84177 -25.10907  0.080
C: -11.42373 0.79289 -22.64192  -0.006
C: -12.51904 0.85457 -23.70529  -0.630
C: -12.74038 2.27115 -24.13940  -0.034
O: -12.22072 0.28920 -24.74455  0.060
H: -11.69960 0.21625 -21.77879  0.051
H: -11.07644 1.68434 -22.28586  0.041
H: -10.55398 0.28163 -23.13480  0.086
H: -13.40920 0.48267 -23.25561  0.103
H: -11.89927 2.70187 -24.57585  0.069
H: -12.76531 2.94943 -23.26515  0.088
H: -13.57764 2.48399 -24.71807  0.046
H: -12.34088 -0.58238 -24.57192  0.024
C: -14.55986 -4.76608 -25.82575  0.005
C: -14.66498 -5.12177 -27.28152  -0.627
C: -14.22316 -4.08687 -28.28236  -0.023
O: -14.11987 -6.20572 -27.56015  0.017
H: -15.24832 -5.37046 -25.16761  0.106
H: -14.78135 -3.75078 -25.71619  0.049
H: -13.60666 -4.84526 -25.33235  0.060
H: -15.66812 -5.32585 -27.52840  0.128
H: -13.18070 -3.90117 -28.48955  0.079
H: -14.69700 -3.12427 -28.01756  0.076
H: -14.61431 -4.35916 -29.25511  0.080
H: -14.22401 -6.40409 -28.50192  0.140
C: -12.50375 -8.16400 -24.90843  -0.016
C: -11.75409 -6.85728 -24.97704  -0.661
C: -10.30515 -7.10228 -24.80452  -0.041
O: -11.89647 -6.26708 -26.08870  -0.017
H: -11.77313 -9.00552 -25.14936  0.106
H: -13.45271 -8.09351 -25.42162  0.076
H: -12.77849 -8.37464 -23.84154  0.068
H: -12.11938 -6.14127 -24.22832  0.127
H: -9.63257 -6.24255 -24.79563  0.092
H: -9.93710 -7.83757 -25.51751  0.093
H: -10.16011 -7.58140 -23.84386  0.062
H: -12.71113 -5.73669 -26.12423  0.054
C: -13.53820 -5.07656 -16.89031  -0.007
C: -13.20239 -4.32728 -18.17841  -0.665
C: -13.04859 -5.32578 -19.32648  -0.031
O: -13.90634 -3.40877 -18.56781  -0.007
H: -14.50830 -5.62618 -17.00214  0.109
H: -13.62398 -4.32919 -16.19077  0.046
H: -12.78265 -5.81264 -16.58166  0.097
H: -12.20621 -3.87794 -18.05049  0.125
H: -13.97896 -5.87401 -19.41291  0.085
H: -12.27775 -6.09515 -19.14230  0.095
H: -12.75210 -4.92031 -20.30313  0.036
H: -14.07821 -2.88106 -17.75939  0.151
C: -14.76549 -6.39116 -22.20770  -0.034
C: -15.93982 -5.38941 -22.27577  -0.638
C: -17.19845 -6.11253 -22.77308  -0.019
O: -16.12424 -4.73291 -21.21839  -0.034
H: -14.72294 -6.87774 -23.14545  0.045
H: -14.89656 -7.11470 -21.36587  0.097
H: -13.74330 -5.90646 -22.08471  0.070
H: -15.64962 -4.68047 -23.01953  0.108
H: -17.48334 -6.91950 -22.05596  0.100
H: -17.16187 -6.36895 -23.80733  0.066
H: -18.05408 -5.48371 -22.58739  0.049
H: -15.35673 -4.06075 -21.16186  0.095

Properties
Total energy: -2351.97841 Ha
Gap between HOMO and LUMO: 9.1 eV
ΔE to the lowest compared entry with this formula, charge and spin: 14.529 eV
LUMO energy: 0.469 eV

no.,maximum force (eV Å⁻¹)
1,2.19
2,12.31